# 1
C37H38IN6O4OsPS2 as an isolated structure, computed with wB97M-V/def2-TZVPD.

Atoms and positions in Å:
1 Os -0.8878 1.5164 2.4769
2 C -1.4587 -3.4189 5.4223
3 N -0.8487 -2.3441 4.6480
4 C 0.4541 -2.3100 4.2113
5 C 0.5928 -1.1561 3.5068
6 N -0.6187 -0.4942 3.4988
7 C -1.4572 -1.2402 4.1970
8 H -0.7983 -3.6979 6.2395
9 H -1.6257 -4.2883 4.7896
10 H -2.4061 -3.0802 5.8308
11 H 1.1619 -3.0827 4.4586
12 H 1.4618 -0.7373 3.0308
13 H -2.4882 -1.0005 4.4046
14 N -6.5251 1.0724 -2.0615
15 C -5.9263 0.2396 -1.2046
16 S -6.1552 -1.3879 -1.1772
17 C -4.9457 0.8419 -0.2656
18 C -4.9967 0.5983 1.1013
19 C -3.9846 1.0751 1.9035
20 N -2.9287 1.7550 1.4290
21 C -2.9108 2.0461 0.1198
22 C -3.8973 1.6204 -0.7491
23 H -7.1975 0.7005 -2.7127
24 H -6.4753 2.0718 -1.9454
25 H -5.8106 0.0296 1.5298
26 H -4.0034 0.9178 2.9767
27 H -2.0789 2.6350 -0.2356
28 H -3.8247 1.8568 -1.8029
29 C 5.6167 2.0158 -3.0482
30 C 4.5445 2.1249 -2.0021
31 C 3.5774 1.1371 -1.8693
32 C 2.5713 1.2059 -0.9064
33 C 2.5526 2.3274 -0.0564
34 C 3.5203 3.3163 -0.1878
35 C 4.5039 3.2198 -1.1479
36 S 1.3596 2.5662 1.2196
37 O 0.0115 2.4409 0.5633
38 O 1.5745 3.8157 1.8735
39 O 1.4246 1.3734 2.1188
40 H 5.5803 1.0567 -3.5624
41 H 6.6025 2.1406 -2.6003
42 H 5.5003 2.8069 -3.7916
43 H 3.6181 0.2835 -2.5313
44 H 0.9327 0.2818 -0.0811
45 H 3.4799 4.1659 0.4817
46 H 5.2504 3.9982 -1.2445
47 N 1.6041 0.1703 -0.8233
48 P 1.4264 -1.0180 -1.9511
49 C 2.7874 -2.1830 -1.7792
50 C 3.1586 -3.1092 -2.7537
51 C 4.1669 -4.0224 -2.4882
52 C 4.7973 -4.0269 -1.2528
53 C 4.4192 -3.1158 -0.2757
54 C 3.4192 -2.1940 -0.5331
55 C 1.1925 -0.2315 -3.5524
56 C 1.7364 -0.6723 -4.7552
57 C 1.4251 -0.0066 -5.9320
58 C 0.5807 1.0921 -5.9107
59 C 0.0387 1.5325 -4.7090
60 C 0.3416 0.8756 -3.5304
61 C -0.0984 -1.8862 -1.5842
62 C -0.9737 -1.5273 -0.5691
63 C -2.1613 -2.2241 -0.4058
64 C -2.4806 -3.2687 -1.2593
65 C -1.5998 -3.6363 -2.2703
66 C -0.4122 -2.9485 -2.4337
67 H 2.6640 -3.1443 -3.7130
68 H 4.4554 -4.7320 -3.2524
69 H 5.5843 -4.7416 -1.0516
70 H 4.9097 -3.1207 0.6888
71 H 3.1406 -1.4709 0.2224
72 H 2.4097 -1.5140 -4.7928
73 H 1.8528 -0.3510 -6.8645
74 H 0.3524 1.6141 -6.8307
75 H -0.6155 2.3946 -4.6985
76 H -0.0667 1.2257 -2.5881
77 H -0.7483 -0.7102 0.1045
78 H -2.8431 -1.9435 0.3859
79 H -3.4206 -3.7911 -1.1428
80 H -1.8472 -4.4575 -2.9298
81 H 0.2724 -3.2336 -3.2259
82 N -1.1518 3.9748 5.3652
83 C -2.0946 3.0485 5.2306
84 O -2.1018 2.2414 4.2916
85 C -3.1981 3.0708 6.2708
86 I -4.2222 1.2090 6.4274
87 H -0.4197 4.0508 4.6736
88 H -1.1564 4.6382 6.1211
89 H -3.9449 3.8037 5.9736
90 H -2.8202 3.3238 7.2559

Calculated values
Spin multiplicity   5
HOMO-LUMO gap (spin up / spin down)   7.94 / 7.42 eV
Electronic energy   -3587.86720 Ha
Expectation value of S²   6.01
Total charge   +2

Löwdin population analysis, charges in e, atoms 1 to 6:
1 Os 1.4143
2 C 0.0149
3 N -0.1107
4 C -0.0321
5 C -0.1235
6 N -0.0947

---

# 2
C37H39Cl3N6O6PSiW as an isolated structure, computed with wB97M-V/def2-TZVPD.

Atoms and positions in Å:
1 W -0.8131 -0.3321 -0.9927
2 O -4.1922 1.9121 -2.0802
3 C -3.0907 1.4248 -1.9726
4 O -2.7828 0.3940 -1.2387
5 C -1.8967 1.9873 -2.6727
6 C -2.0000 3.0883 -3.4987
7 C -0.8644 3.5634 -4.1257
8 C 0.3315 2.8962 -3.9059
9 C 0.3559 1.7987 -3.0705
10 N -0.7390 1.3454 -2.4399
11 H -2.9762 3.5361 -3.6203
12 H -0.9073 4.4280 -4.7741
13 H 1.2499 3.2246 -4.3715
14 H 1.2708 1.2636 -2.8734
15 N -3.0446 2.4399 0.7374
16 C -2.3871 2.7926 1.9042
17 C -3.0197 3.5977 2.8580
18 C -2.3418 4.0419 3.9741
19 C -1.0131 3.6859 4.1804
20 C -0.3817 2.8860 3.2489
21 C -1.0451 2.4339 2.1035
22 P -0.0840 1.4963 0.8589
23 C 1.0307 0.5750 1.9854
24 C 2.4205 0.6216 1.9950
25 C 3.1453 -0.1837 2.8688
26 C 2.4946 -1.0390 3.7428
27 C 1.1052 -1.0792 3.7563
28 C 0.3842 -0.2762 2.8880
29 C 0.8543 2.8403 0.0313
30 C 2.1302 2.7293 -0.5258
31 C 2.7094 3.8079 -1.1786
32 C 2.0143 4.9982 -1.3293
33 C 0.7311 5.1066 -0.8167
34 C 0.1607 4.0419 -0.1355
35 H -2.9500 1.4782 0.4344
36 H -4.0032 2.7466 0.6694
37 H -4.0571 3.8697 2.7046
38 H -2.8544 4.6659 4.6949
39 H -0.4783 4.0324 5.0538
40 H 0.6553 2.6161 3.4033
41 H 2.9534 1.2958 1.3435
42 H 4.2264 -0.1276 2.8694
43 H 3.0633 -1.6588 4.4236
44 H 0.5849 -1.7261 4.4511
45 H -0.6984 -0.2873 2.9073
46 H 2.6774 1.8010 -0.4869
47 H 3.7099 3.7071 -1.5801
48 H 2.4694 5.8345 -1.8441
49 H 0.1717 6.0258 -0.9322
50 H -0.8366 4.1537 0.2700
51 N 0.3359 -1.9480 0.1566
52 C 1.5692 -2.2619 -0.5779
53 C 2.5701 -3.1248 0.1763
54 C 3.7128 -3.6376 -0.7106
55 C 3.2674 -4.3567 -1.9923
56 N 2.8218 -3.4747 -3.0803
57 C 3.5866 -2.5910 -3.7123
58 N 3.0161 -1.6818 -4.5015
59 N 4.9136 -2.6548 -3.6127
60 C 2.1080 -0.9314 -1.1092
61 O 3.2500 -0.7970 -1.5070
62 O 1.2307 0.0311 -1.1107
63 H 0.5479 -1.5874 1.0878
64 H -0.1968 -2.8062 0.2735
65 H 1.2168 -2.8144 -1.4440
66 H 2.0258 -3.9788 0.5924
67 H 2.9840 -2.5664 1.0209
68 H 4.3142 -4.3437 -0.1343
69 H 4.3564 -2.7980 -0.9671
70 H 2.4275 -5.0219 -1.7911
71 H 4.0704 -4.9967 -2.3651
72 H 1.8280 -3.3731 -3.2349
73 H 2.0389 -1.4566 -4.3473
74 H 3.5834 -0.9816 -4.9458
75 H 5.3544 -3.3654 -3.0583
76 H 5.4935 -1.9305 -3.9960
77 O -3.3592 -2.3491 -0.5028
78 C -3.0134 -1.8157 0.6159
79 O -2.0414 -1.0155 0.7046
80 C -3.7539 -2.2405 1.8105
81 C -4.8942 -3.0297 1.6614
82 C -5.6011 -3.4349 2.7794
83 C -5.1723 -3.0596 4.0457
84 C -4.0374 -2.2721 4.1967
85 C -3.3322 -1.8579 3.0820
86 H -5.2173 -3.3146 0.6703
87 H -6.4885 -4.0420 2.6643
88 H -5.7269 -3.3780 4.9185
89 H -3.7095 -1.9775 5.1845
90 H -2.4559 -1.2350 3.1890
91 Cl -1.4019 -4.1593 -1.6174
92 Si -2.1721 -2.2100 -1.8036
93 Cl -0.0789 -1.4630 -3.1861
94 Cl -3.4131 -2.1704 -3.4140

Calculated values
Spin multiplicity   1
HOMO-LUMO gap   7.07 eV
ΔE to the lowest compared entry with this formula, charge and spin   0.0 kcal per mole
Electronic energy   -4292.06607 Ha
Total charge   +1

Löwdin population analysis, charges in e, atoms 1 to 6:
1 W 1.2198
2 O 0.0997
3 C -0.5897
4 O -0.2725
5 C -0.1607
6 C 0.0303

---

# 3
C37H39CsN10O6S as an isolated structure, computed with wB97M-V/def2-TZVPD.

Atoms and positions in Å:
1 Cs 0.6979 -0.3967 1.2948
2 O 1.4548 -2.0594 5.6656
3 C 1.4445 -2.1813 4.4346
4 N 0.4028 -2.3648 3.6181
5 C -0.6880 -3.1129 3.7975
6 O -0.8103 -4.1920 4.3937
7 C -1.9293 -2.5773 3.0880
8 C -3.1715 -2.8156 3.6686
9 C -4.3076 -2.3323 3.0383
10 C -4.1764 -1.6492 1.8343
11 C -2.9003 -1.4643 1.3252
12 N -1.7907 -1.9100 1.9317
13 C 2.7742 -2.0023 3.7013
14 C 3.9629 -2.1123 4.4152
15 C 5.1634 -1.9525 3.7385
16 C 5.1448 -1.6659 2.3780
17 C 3.9135 -1.5599 1.7506
18 N 2.7550 -1.7362 2.3914
19 H -3.2106 -3.3811 4.5927
20 H -5.2872 -2.4924 3.4746
21 H -5.0370 -1.2661 1.2912
22 H -2.7594 -0.9386 0.3859
23 H 3.9135 -2.3121 5.4779
24 H 6.1063 -2.0435 4.2684
25 H 6.0576 -1.5185 1.8167
26 H 3.8320 -1.3135 0.6905
27 C 4.4926 -0.8382 -3.0025
28 C 3.3664 -1.1853 -2.0730
29 N 2.7829 -0.3383 -1.3090
30 N 3.2328 0.9410 -1.3943
31 C 2.8811 1.7268 -0.3663
32 O 2.3372 1.4256 0.7225
33 C 3.2754 3.1875 -0.5656
34 C 2.6444 4.1520 0.2179
35 C 2.9473 5.5038 0.0728
36 C 3.9106 5.9074 -0.8464
37 C 4.5639 4.9478 -1.6161
38 C 4.2407 3.5980 -1.4838
39 C 2.9123 -2.6061 -2.0044
40 C 3.4818 -3.5617 -2.8446
41 C 3.1073 -4.8926 -2.7278
42 C 2.1734 -5.2550 -1.7762
43 C 1.6428 -4.2429 -0.9900
44 N 1.9801 -2.9555 -1.1031
45 H 4.7632 0.1988 -2.8451
46 H 4.1988 -0.9678 -4.0525
47 H 5.3641 -1.4775 -2.8186
48 H 1.9058 3.8179 0.9411
49 H 2.4300 6.2423 0.6774
50 H 4.1547 6.9591 -0.9588
51 H 5.3174 5.2524 -2.3357
52 H 4.7216 2.8446 -2.0984
53 H 4.2153 -3.2647 -3.5838
54 H 3.5427 -5.6385 -3.3816
55 H 1.8552 -6.2841 -1.6468
56 H 0.8981 -4.4785 -0.2318
57 C -2.4922 4.2001 -1.1405
58 N -2.4882 2.8978 -0.4709
59 C -2.4557 1.7548 -1.3914
60 C -2.1587 2.6881 0.8498
61 N -1.7509 1.5310 1.2471
62 N -2.3357 3.8031 1.7082
63 C -3.7389 4.1859 1.8603
64 C -1.6548 3.6695 2.9827
65 H -1.6580 4.2623 -1.8509
66 H -2.3912 5.0014 -0.4236
67 H -3.4164 4.3316 -1.7130
68 H -3.2264 1.8582 -2.1492
69 H -2.6225 0.8333 -0.8445
70 H -1.4759 1.6829 -1.8834
71 H -1.6505 1.4676 2.2562
72 H -4.2230 4.2377 0.8865
73 H -3.8045 5.1663 2.3326
74 H -4.2913 3.4686 2.4799
75 H -2.1445 2.9589 3.6589
76 H -1.6445 4.6389 3.4766
77 H -0.6260 3.3453 2.8316
78 N -1.4351 -3.1750 -1.2831
79 C -2.3599 -2.3604 -1.9899
80 C -1.9166 -1.3967 -2.9034
81 C -2.8229 -0.6096 -3.6072
82 C -4.2002 -0.7715 -3.4254
83 C -4.6435 -1.7428 -2.5321
84 C -3.7336 -2.5245 -1.8225
85 S -5.3604 0.2838 -4.2940
86 O -6.6374 -0.3969 -4.1533
87 O -4.8482 0.3474 -5.6531
88 O -5.2938 1.5594 -3.5867
89 H -1.7630 -3.5003 -0.3872
90 H -0.5079 -2.7855 -1.2113
91 H -0.8464 -1.2604 -3.0395
92 H -2.4752 0.1353 -4.3190
93 H -5.7133 -1.8763 -2.4101
94 H -4.0882 -3.2766 -1.1243

Calculated values
Spin multiplicity   1
HOMO-LUMO gap   6.83 eV
ΔE to the lowest compared entry with this formula, charge and spin   34.9 kcal per mole
Electronic energy   -2850.81185 Ha
Total charge   -2

Löwdin population analysis, charges in e, atoms 1 to 6:
1 Cs 1.2445
2 O 0.0084
3 C -0.4844
4 N 0.0742
5 C -0.4820
6 O 0.0054

---

# 4
C37H39HfIN4O4P2S as an isolated structure, computed with wB97M-V/def2-TZVPD.

Atoms and positions in Å:
1 Hf -0.0803 0.4527 0.1434
2 C -1.2476 3.1916 3.3334
3 C -0.2659 2.4407 2.4883
4 O -0.7398 2.0194 1.3584
5 C 1.0302 2.2478 2.8947
6 C 2.0631 1.5909 2.1684
7 C 3.4720 1.7759 2.6485
8 N 1.8419 0.8488 1.1105
9 N 2.9932 0.4394 0.4205
10 C 2.6862 -0.0178 -0.7446
11 O 1.4663 -0.1355 -1.2038
12 C 3.7917 -0.3902 -1.6682
13 C 5.1004 -0.5098 -1.2046
14 C 6.1163 -0.8693 -2.0744
15 C 5.8384 -1.1087 -3.4150
16 C 4.5382 -0.9883 -3.8810
17 C 3.5176 -0.6362 -3.0088
18 H -1.3772 4.1989 2.9309
19 H -0.9239 3.2651 4.3693
20 H -2.2119 2.6873 3.2793
21 H 1.3198 2.6902 3.8368
22 H 3.4904 2.3613 3.5641
23 H 4.0610 2.2791 1.8816
24 H 3.9447 0.8076 2.8130
25 H 5.3061 -0.3152 -0.1608
26 H 7.1303 -0.9638 -1.7071
27 H 6.6361 -1.3883 -4.0915
28 H 4.3169 -1.1690 -4.9256
29 H 2.5009 -0.5397 -3.3623
30 O -0.8509 4.0620 -1.6790
31 S -0.2984 2.7483 -1.8169
32 O 0.8514 2.3970 -0.9832
33 N -1.2692 1.5247 -1.4539
34 C -2.6570 1.7011 -1.5499
35 C -3.2868 2.4915 -2.4779
36 C -4.6923 2.6120 -2.4899
37 C -5.4614 1.9257 -1.5982
38 C -4.8414 1.0744 -0.6527
39 C -5.5830 0.2947 0.2615
40 C -4.9243 -0.5408 1.1098
41 C -3.5157 -0.5876 1.0668
42 N -2.7827 0.1358 0.2538
43 C -3.4372 0.9646 -0.6174
44 C 0.1532 2.5625 -3.5159
45 C 0.4419 1.2996 -4.0153
46 C 0.7973 1.1665 -5.3468
47 C 0.8620 2.2868 -6.1663
48 C 0.5692 3.5428 -5.6571
49 C 0.2089 3.6882 -4.3240
50 H -2.7129 3.0475 -3.2056
51 H -5.1530 3.2583 -3.2255
52 H -6.5409 2.0076 -1.6041
53 H -6.6643 0.3670 0.2638
54 H -5.4484 -1.1669 1.8184
55 H -2.9793 -1.2544 1.7277
56 H 0.4027 0.4409 -3.3576
57 H 1.0278 0.1867 -5.7460
58 H 1.1410 2.1781 -7.2064
59 H 0.6183 4.4149 -6.2957
60 H -0.0303 4.6584 -3.9112
61 C 0.0183 -2.4493 -2.6534
62 P -1.0425 -1.9865 -1.2316
63 C -2.6558 -1.9089 -2.0884
64 C -1.1536 -3.5248 -0.2316
65 C -2.3550 -4.2250 -0.1542
66 C -2.4691 -5.3598 0.6378
67 C -1.3746 -5.8178 1.3505
68 C -0.1716 -5.1306 1.2736
69 C -0.0440 -3.9830 0.5030
70 P 1.4970 -2.9953 0.3936
71 C 2.5148 -4.0688 -0.7079
72 C 2.4073 -3.2522 1.9636
73 H -0.0910 -3.5068 -2.8966
74 H 1.0561 -2.2127 -2.4307
75 H -0.2945 -1.8621 -3.5200
76 H -2.8086 -2.7876 -2.7173
77 H -2.6362 -1.0208 -2.7238
78 H -3.4902 -1.8056 -1.3979
79 H -3.2237 -3.8917 -0.7053
80 H -3.4154 -5.8827 0.6927
81 H -1.4543 -6.7032 1.9680
82 H 0.6780 -5.4935 1.8388
83 H 2.7128 -5.0475 -0.2640
84 H 3.4659 -3.5675 -0.8994
85 H 2.0147 -4.2196 -1.6638
86 H 2.2220 -4.2188 2.4337
87 H 2.1534 -2.4641 2.6684
88 H 3.4708 -3.1900 1.7257
89 I -0.5452 -1.0926 2.6299

Calculated values
Spin multiplicity   1
HOMO-LUMO gap   7.43 eV
ΔE to the lowest compared entry with this formula, charge and spin   0.0 kcal per mole
Electronic energy   -3380.19766 Ha

Löwdin population analysis, charges in e, atoms 1 to 6:
1 Hf 1.3586
2 C -0.0067
3 C -0.4813
4 O -0.2522
5 C -0.0473
6 C -0.3226

---

Q: Among the records above, which one has the lowest electronic energy?
A: C37H39Cl3N6O6PSiW

---

Q: What is the electronic energy in the second record?
A: -4292.06607 Ha

---

Q: The highest electronic energy belongs to which entry?
A: C37H39CsN10O6S